2 unconnected molecules or ions with the total composition C6H12O. Source: OMol25; level of theory: the ωB97M-V functional and the def2-TZVPD basis.

The geometry in XYZ format:
```
19
Properties=species:S:1:pos:R:3:nbo_charge:R:1
C -0.00395 2.79759 1.29922 -0.640
C -0.18797 1.30694 1.14835 -0.181
C -0.47789 0.81773 -0.05408 -0.218
C -0.53345 -0.60978 -0.40727 -0.251
C -1.35943 -1.07649 -1.34001 -0.141
C -1.34436 -2.51392 -1.80005 -0.642
H -0.38742 3.30225 0.43302 0.208
H 1.04406 3.05220 1.43310 0.215
H -0.60927 3.28186 2.06971 0.214
H 0.09404 0.71518 2.01307 0.195
H -0.66566 1.47353 -0.88463 0.200
H 0.11798 -1.31204 0.10498 0.201
H -2.07908 -0.44890 -1.84891 0.192
H -0.49666 -3.09951 -1.46643 0.216
H -2.28155 -2.97935 -1.47715 0.216
H -1.44462 -2.47782 -2.86827 0.215
H 2.34748 -0.00812 1.27411 0.473
H 2.87033 -0.73850 0.00369 0.473
O 3.04307 -0.55712 0.92504 -0.945
```

Output
2S+1 = 1
ΔE to the lowest compared entry with this formula, charge and spin = 35.39 kcal/mol
DFT total energy = -8462.819 eV
HOMO-LUMO gap = 0.357 Ha
SMILES = C/C=C/C=C/C.O
Highest occupied orbital energy = -8.7 eV